1.
This record from the OMol25 dataset describes a molecular structure, C41H56BCaO6PSb2. The level of theory is wB97M-V/def2-TZVPD.

Structure (XYZ):
```
108
Properties=species:S:1:pos:R:3:forces:R:3
Sb -1.936 -2.383 -0.110 -0.1 0.4 -0.1
Sb -1.309 -0.305 3.062 -0.4 -0.1 -0.2
Ca 0.914 0.379 -0.868 -0.3 0.2 -0.2
P -1.353 1.795 -1.789 0.3 -0.3 0.5
O -2.672 1.261 -2.464 0.0 0.2 -0.2
O -1.560 3.372 -1.746 0.0 -0.1 -0.2
O 4.573 0.917 -0.644 0.0 0.1 0.2
O -1.163 1.254 -0.375 0.0 0.1 0.0
O -0.168 1.374 -2.630 -0.2 0.2 0.0
O 3.938 -1.180 -1.216 -0.1 0.0 0.0
C 1.264 -1.978 -3.217 0.0 0.1 0.0
C -0.852 -1.753 -4.318 0.0 0.0 0.0
C -1.553 -0.301 5.183 0.2 0.0 0.2
C 0.534 -1.777 -4.377 0.1 0.0 0.0
C -2.837 -0.332 5.716 -0.1 0.0 0.0
C -0.342 -3.389 0.943 -0.1 0.0 0.1
C -0.797 -2.122 -1.927 0.1 -0.2 0.0
C 6.967 0.710 -0.558 0.0 0.0 0.0
C -3.038 -0.337 7.092 0.0 0.0 0.0
C 2.133 2.316 2.201 0.1 0.0 0.0
C -4.362 -4.174 -0.446 0.0 0.0 0.0
C 1.276 1.227 2.310 0.1 -0.1 -0.2
C -1.393 4.491 0.367 0.0 0.0 0.0
C 5.372 -1.169 -1.362 0.1 0.0 0.0
C -1.507 -1.919 -3.109 -0.1 0.1 0.0
C -0.792 5.590 -1.820 0.0 0.0 0.1
C -3.189 -6.234 -1.880 0.0 0.0 0.0
C -3.014 -4.092 -0.780 0.0 -0.2 0.0
C -4.533 -6.307 -1.538 0.0 0.0 0.0
C -2.436 -5.133 -1.504 0.1 0.0 0.0
C -1.951 -0.312 7.949 0.0 0.0 0.0
C -0.662 -0.277 7.433 0.0 0.0 0.0
C 5.756 0.995 -2.711 0.0 0.0 -0.1
C 1.777 3.526 2.777 0.0 0.0 0.1
C 0.624 -2.440 1.660 0.1 0.0 0.0
C 0.058 1.326 2.971 0.1 0.0 0.2
C -5.121 -5.276 -0.823 0.0 0.0 0.0
C -4.844 0.400 -2.639 0.0 0.0 0.0
C 5.726 -1.878 -2.660 0.0 0.0 0.0
C 5.706 0.352 -1.330 0.1 0.0 0.1
C 0.703 3.847 -0.840 0.2 0.1 0.0
C -0.737 4.315 -0.994 -0.1 0.0 0.0
C -4.223 1.747 -0.628 -0.1 0.0 0.1
C 0.183 -1.886 3.020 0.0 0.0 -0.1
C 0.598 -2.157 -2.007 0.1 -0.1 0.1
C -0.286 2.548 3.545 0.0 0.0 -0.1
C -0.467 -0.269 6.060 0.0 0.0 -0.1
C 0.566 3.639 3.451 0.1 0.0 0.0
C -4.436 2.861 -2.881 -0.1 0.0 0.0
C -4.053 1.596 -2.131 0.1 -0.2 0.1
C 5.947 -1.945 -0.181 0.0 0.0 0.0
B 3.484 0.045 -0.688 0.3 -0.1 -0.2
H -5.915 0.587 -2.544 0.0 0.0 0.0
H 5.239 -1.413 -3.515 0.0 0.0 0.0
H -3.697 -0.353 5.055 0.0 0.0 0.0
H 0.783 3.045 -0.103 0.0 0.0 0.0
H 0.190 -0.251 8.100 0.0 0.0 0.0
H -5.478 3.109 -2.668 0.0 0.0 0.0
H 7.848 0.252 -1.012 0.0 0.0 0.0
H 5.540 -2.956 -0.195 0.0 0.0 0.0
H -6.170 -5.324 -0.558 0.0 0.0 0.0
H -0.228 -2.682 3.646 0.0 0.0 0.0
H 6.906 0.391 0.480 0.0 0.0 0.0
H -0.253 6.392 -1.313 0.0 0.0 0.0
H 0.176 -3.986 0.190 0.1 0.0 0.0
H -1.827 5.902 -1.960 0.0 0.0 0.0
H -3.809 3.697 -2.579 0.0 0.0 0.0
H -2.591 -1.878 -3.093 0.0 0.0 0.0
H 0.283 4.581 3.903 0.0 0.0 0.0
H -2.411 4.864 0.252 0.0 0.0 0.0
H 2.347 -1.991 -3.225 0.0 0.0 0.0
H -0.342 5.429 -2.799 0.0 0.0 0.0
H -0.828 5.206 0.968 0.0 0.0 0.0
H 6.805 -1.870 -2.829 0.0 0.0 0.0
H 1.215 -2.339 -1.128 0.0 -0.1 0.0
H 1.042 -1.633 -5.322 0.0 0.0 0.0
H -5.284 1.868 -0.401 0.0 0.0 0.0
H 1.604 0.287 1.867 0.0 0.0 0.1
H -2.730 -7.037 -2.444 0.0 0.0 0.0
H -2.105 -0.317 9.021 0.0 0.0 0.0
H 4.838 0.803 -3.268 0.0 0.0 0.0
H -4.330 2.713 -3.956 0.0 0.0 0.0
H -4.615 0.213 -3.688 0.0 0.0 0.0
H 1.059 -1.495 3.542 0.0 0.0 0.0
H 6.602 0.634 -3.299 0.0 0.0 0.0
H 7.104 1.792 -0.573 0.0 0.0 0.0
H -0.787 -4.093 1.650 0.0 0.0 0.0
H 7.035 -2.012 -0.222 0.0 0.0 0.0
H 0.543 -0.222 5.668 0.0 0.0 0.0
H -4.834 -3.372 0.113 0.0 0.0 0.0
H 2.442 4.377 2.706 0.0 0.0 0.0
H -4.045 -0.359 7.490 0.0 0.0 0.0
H 3.067 2.208 1.663 0.0 0.0 0.0
H -1.229 2.660 4.070 0.0 0.0 0.0
H 1.300 4.673 -0.448 0.0 0.0 0.0
H -5.120 -7.167 -1.832 0.0 0.0 0.0
H -3.848 0.864 -0.108 0.0 0.0 0.0
H 5.403 -2.918 -2.604 0.0 0.0 0.0
H -1.429 -1.591 -5.220 0.0 0.0 0.0
H 5.856 2.074 -2.593 0.0 0.0 0.0
H 1.133 3.545 -1.795 0.0 0.0 0.0
H 1.575 -2.962 1.809 0.0 0.0 0.0
H -4.596 -0.492 -2.060 0.0 0.0 0.0
H -1.392 -5.077 -1.795 0.0 0.0 0.0
H 0.897 -1.608 0.994 0.0 0.0 0.0
H 5.661 -1.481 0.763 0.0 0.0 0.0
H -1.418 3.536 0.894 0.0 0.0 0.0
H -3.691 2.617 -0.245 0.0 0.0 0.0
```
Positions in Å, forces in eV/Å.

Calculated values
ΔE to the lowest compared entry with this formula, charge and spin ... 0.0 kJ/mol
Gap between HOMO and LUMO ... 7.44 eV
Charge ... 0
HOMO ... -0.2569 Ha
Electronic energy ... -3571.90288 hartree



2.
This record from the OMol25 dataset describes a single C5H4N2O molecule in a non-equilibrium geometry. The level of theory is wB97M-V/def2-TZVPD.

Structure (XYZ):
```
12
Properties=species:S:1:pos:R:3:forces:R:3
O 2.824 0.166 -0.883 -1.7 -1.7 2.2
N -0.976 -1.444 -0.376 -3.6 3.4 0.8
N 1.266 -1.101 0.387 -1.4 0.3 -3.2
C -2.085 -0.607 -0.333 6.3 -0.7 0.8
C 0.168 -0.570 -0.066 0.3 -2.7 1.7
C -1.514 0.877 -0.010 -1.1 -2.7 -1.9
C 2.385 -0.362 0.149 3.8 2.3 2.5
C -0.173 0.827 0.101 -1.2 3.2 0.5
H -3.134 -0.949 -0.385 0.8 0.2 -0.3
H 0.436 1.773 0.486 -1.0 -2.6 -1.3
H -2.205 1.623 -0.310 -0.2 1.3 0.9
H 3.008 -0.232 1.240 -1.2 -0.4 -2.8
```
Positions in Å, forces in eV/Å.

Calculated values
ΔE to the lowest compared entry with this formula, charge and spin ... 310.1 kJ/mol
Gap between HOMO and LUMO ... 8.12 eV
Charge ... 0
Structure (SMILES) ... O=C/N=C1\C=CC=N1
HOMO ... -0.3685 Ha
Electronic energy ... -377.54593 hartree



3.
This record from the OMol25 dataset describes 6 unconnected molecules or ions with the total composition H12O5S in a non-equilibrium geometry. The level of theory is wB97M-V/def2-TZVPD.

Structure (XYZ):
```
18
Properties=species:S:1:pos:R:3:forces:R:3
S -1.071 -1.865 -2.027 1.0 0.7 -0.5
O -0.067 -1.741 1.531 -1.3 -0.5 0.6
O -1.403 1.937 -1.298 -3.7 -1.9 -4.2
O 3.039 -0.304 -1.044 0.2 -0.9 1.1
O 1.094 1.377 1.090 -0.1 -0.6 -0.9
O -1.704 0.631 1.064 0.1 -0.3 -2.3
H -0.730 -0.995 1.512 0.7 -0.9 0.5
H -0.469 -1.848 -0.797 0.1 0.0 0.3
H -0.332 -2.370 2.278 0.5 1.4 -1.5
H 2.635 -0.896 -0.372 0.2 0.6 -0.6
H -0.070 -1.060 -2.642 -0.8 -0.8 0.7
H 0.884 2.123 1.654 -0.4 -0.1 0.2
H 0.342 0.757 1.057 0.5 0.8 0.7
H -1.750 0.836 0.051 -0.3 -0.1 2.3
H 3.937 -0.215 -0.662 -0.6 0.2 -0.6
H -1.013 1.339 -1.966 -0.3 0.9 0.1
H -2.570 0.275 1.277 -0.3 0.1 0.2
H -0.753 2.020 -0.706 4.5 1.3 3.8
```
Positions in Å, forces in eV/Å.

Calculated values
⟨S²⟩ ... 0.753
ΔE to the lowest compared entry with this formula, charge and spin ... 124.1 kJ/mol
Gap between HOMO and LUMO (spin up / spin down) ... 9.18 / 3.84 eV
Spin multiplicity ... 2
Charge ... +1
HOMO (spin up / spin down) ... -0.5259 / -0.5257 Ha
Electronic energy ... -781.17712 hartree



Question: Among the records above, which one has the highest ΔE to the lowest compared entry with this formula, charge and spin?
Answer: C5H4N2O



Question: Number 1 is which compound?
Answer: C41H56BCaO6PSb2



Question: Among the records above, which one has the lowest electronic energy?
Answer: C41H56BCaO6PSb2



Question: Which value of electronic energy does entry 1 give?
Answer: -3571.90288 hartree